Entry 1:
The following is a quantum chemistry calculation of a single C6H10N2 molecule at a distorted geometry, from the OMol25 dataset.

Positions of all 18 atoms, in Å:
1 C 1.790 0.928 -1.283
2 C -1.013 -0.465 0.994
3 C -0.363 0.460 -0.014
4 C 0.963 0.022 -0.422
5 N -1.853 -1.400 0.431
6 C -0.991 1.563 -0.419
7 C 1.451 -1.091 0.147
8 N -0.854 -0.251 2.233
9 H -2.086 -1.336 -0.545
10 H -2.491 -1.903 1.026
11 H -1.411 -0.854 2.836
12 H 2.791 0.519 -1.403
13 H 1.333 1.036 -2.267
14 H 1.872 1.920 -0.841
15 H -1.976 1.804 -0.051
16 H -0.516 2.296 -1.051
17 H 0.876 -1.858 0.636
18 H 2.478 -1.389 -0.008

Calculated values
HOMO: -8.6 eV
Electronic energy: -9363.156 eV
SMILES: [H]/N=C(\N)C(=C)C(=C)C
ΔE to the lowest compared entry with this formula, charge and spin: 1.2808 eV
Orbital gap: 9.5 eV
Molar mass: 110.16 g mol⁻¹


Entry 2:
The following is a quantum chemistry calculation of an isolated ion of composition C3H10NS3 and charge +1 at a distorted geometry, from the OMol25 dataset.

Positions of all 17 atoms, in Å:
1 C -0.849 1.188 -0.819
2 C 0.223 -0.622 1.797
3 C 0.230 0.194 -0.951
4 N -0.127 -0.988 0.199
5 S 1.824 0.775 -0.544
6 S -1.887 -1.476 0.174
7 S 0.926 -2.270 -0.422
8 H -0.600 1.918 -1.672
9 H -0.889 1.615 0.169
10 H -1.793 0.741 -1.036
11 H 0.143 0.458 1.835
12 H -0.495 -1.196 2.457
13 H 1.237 -0.828 2.055
14 H 0.081 -0.347 -1.820
15 H 1.532 1.845 0.168
16 H -1.860 -1.125 -1.200
17 H 0.611 -3.152 0.469

Calculated values
HOMO: -13.6 eV
Electronic energy: -37259.347 eV
SMILES: C[C@@H](S)[N+](C)(S)S
Charge: +1
ΔE to the lowest compared entry with this formula, charge and spin: 1.6787 eV
Orbital gap: 9.2 eV
Molar mass: 156.32 g mol⁻¹


Entry 3:
The following is a quantum chemistry calculation of C22H47InNO2S2 as an isolated structure at a distorted geometry, from the OMol25 dataset.

Positions of all 75 atoms, in Å:
1 C 5.008 -2.900 0.504
2 C 4.244 -3.096 1.947
3 C 2.770 -2.376 2.047
4 C 1.505 -3.348 1.653
5 C 1.598 -4.027 0.163
6 C 0.988 -3.076 -1.050
7 C 1.611 -1.558 -1.058
8 In 0.964 -0.325 -2.850
9 C -1.275 -0.212 -3.169
10 C -2.158 0.128 -1.830
11 C -1.344 -0.007 -0.410
12 C -2.327 0.304 0.908
13 N -2.841 1.721 0.938
14 C -1.799 2.742 1.309
15 C -1.129 2.578 2.792
16 C 0.403 3.180 2.923
17 C 1.523 2.226 2.171
18 C -4.144 1.878 1.679
19 S -4.437 1.587 3.326
20 S -5.643 2.424 0.627
21 C -6.008 1.014 -0.572
22 C -6.474 -0.384 0.148
23 C -8.128 -0.501 -0.066
24 O 1.848 1.617 -2.906
25 C 2.867 1.742 -1.850
26 C 4.409 1.483 -2.434
27 C 4.923 2.896 -3.165
28 O 5.385 1.232 -1.342
29 H 4.313 -2.998 -0.435
30 H 5.549 -1.847 0.406
31 H 5.810 -3.773 0.411
32 H 4.177 -4.232 2.296
33 H 4.930 -2.564 2.761
34 H 2.815 -1.364 1.460
35 H 2.623 -2.085 3.193
36 H 1.313 -4.221 2.443
37 H 0.508 -2.698 1.661
38 H 0.912 -5.004 0.187
39 H 2.692 -4.423 -0.084
40 H -0.191 -3.080 -0.902
41 H 1.188 -3.621 -2.081
42 H 1.239 -1.009 -0.072
43 H 2.796 -1.520 -1.013
44 H 1.642 -1.178 -4.321
45 H -1.462 0.689 -3.928
46 H -1.666 -1.175 -3.733
47 H -2.623 1.204 -1.918
48 H -3.033 -0.683 -1.797
49 H -0.411 0.696 -0.320
50 H -1.042 -1.140 -0.300
51 H -3.280 -0.392 0.730
52 H -1.835 -0.079 1.897
53 H -0.902 2.756 0.530
54 H -2.306 3.808 1.262
55 H -1.125 1.493 3.228
56 H -1.795 3.226 3.542
57 H 0.652 3.206 4.073
58 H 0.487 4.276 2.498
59 H 2.034 2.869 1.329
60 H 1.052 1.255 1.710
61 H 2.334 1.962 3.005
62 H -5.049 0.780 -1.203
63 H -6.871 1.346 -1.307
64 H -6.029 -1.338 -0.415
65 H -6.179 -0.448 1.284
66 H -8.435 -0.421 -1.193
67 H -8.721 0.303 0.559
68 H -8.495 -1.558 0.350
69 H 2.613 1.052 -0.927
70 H 2.885 2.870 -1.460
71 H 4.392 0.634 -3.250
72 H 3.982 3.399 -3.644
73 H 5.682 2.672 -4.052
74 H 5.354 3.643 -2.370
75 H 5.139 1.772 -0.523

Calculated values
HOMO: -4.9 eV
Electronic energy: -55995.311 eV
Charge: -1
Orbital gap: 5.9 eV
Molar mass: 536.58 g mol⁻¹


Entry 4:
The following is a quantum chemistry calculation of a single ClFH2NP molecule at a distorted geometry, from the OMol25 dataset.

Positions of all 6 atoms, in Å:
1 N -0.852 -0.358 0.022
2 F 0.856 1.387 -0.802
3 P 0.802 0.518 0.601
4 Cl 2.001 -0.977 0.207
5 H -1.479 -0.654 0.692
6 H -1.328 0.085 -0.720

Calculated values
HOMO (spin up / spin down): -5.4 / -10.5 eV
Electronic energy: -26048.225 eV
ΔE to the lowest compared entry with this formula, charge and spin: 0.4393 eV
Orbital gap (spin up / spin down): 6.4 / 7.3 eV
Molar mass: 101.45 g mol⁻¹
Multiplicity: 3


Entry 5:
The following is a quantum chemistry calculation of C2H8N2 as an isolated structure at a distorted geometry, from the OMol25 dataset.

Positions of all 12 atoms, in Å:
1 N 1.727 -0.497 -0.736
2 C 0.632 -0.088 0.466
3 C -0.630 0.133 -0.377
4 N -1.821 0.412 0.434
5 H 2.538 -0.963 -0.310
6 H 1.719 0.383 -0.040
7 H 0.646 0.818 1.097
8 H 0.553 -0.921 1.158
9 H -0.621 1.015 -1.015
10 H -0.680 -0.703 -1.056
11 H -2.191 -0.350 0.969
12 H -1.672 1.228 1.003

Calculated values
HOMO: -9.1 eV
Electronic energy: -5180.452 eV
ΔE to the lowest compared entry with this formula, charge and spin: 3.2857 eV
Orbital gap: 10.1 eV
Molar mass: 60.10 g mol⁻¹


Entry 6:
The following is a quantum chemistry calculation of a 14-piece molecular cluster, C20H68N26O17S overall at a distorted geometry, from the OMol25 dataset.

Positions of all 132 atoms, in Å:
1 C -1.903 -0.271 -2.280
2 O -2.211 -1.678 -2.302
3 C -1.519 -2.346 -1.238
4 C -2.446 -2.651 -0.010
5 C -1.978 -1.960 1.311
6 C -1.959 -0.392 1.209
7 C -0.545 0.262 1.074
8 C 0.314 0.326 2.377
9 O 0.295 -0.860 3.197
10 S -0.818 -0.756 4.423
11 O -0.121 -0.424 5.693
12 O -1.263 -2.361 4.635
13 H -1.401 0.063 -1.350
14 H -2.873 0.288 -2.330
15 H -1.334 -0.017 -3.199
16 H -0.580 -1.822 -0.963
17 H -1.202 -3.323 -1.672
18 H -3.511 -2.449 -0.258
19 H -2.393 -3.754 0.160
20 H -0.979 -2.367 1.558
21 H -2.731 -2.221 2.092
22 H -2.556 -0.089 0.320
23 H -2.505 0.015 2.090
24 H 0.007 -0.268 0.279
25 H -0.717 1.318 0.776
26 H 1.370 0.436 2.046
27 H 0.102 1.256 2.956
28 H -2.178 -2.455 4.341
29 C 1.363 2.691 -1.109
30 O 1.485 1.576 -0.620
31 N 1.122 2.885 -2.434
32 N 1.456 3.828 -0.365
33 H 1.017 3.788 -2.857
34 H 1.044 2.067 -3.012
35 H 1.635 3.721 0.617
36 H 1.359 4.751 -0.743
37 C -2.073 1.072 -5.735
38 O -1.510 1.329 -4.671
39 N -2.113 1.959 -6.758
40 N -2.695 -0.118 -5.954
41 H -2.564 1.777 -7.635
42 H -1.653 2.848 -6.617
43 H -2.675 -0.797 -5.209
44 H -3.164 -0.354 -6.809
45 C 3.948 0.655 4.821
46 O 4.122 0.277 3.667
47 N 2.737 0.560 5.435
48 N 4.939 1.198 5.574
49 H 2.561 0.858 6.374
50 H 1.983 0.159 4.904
51 H 5.842 1.283 5.149
52 H 4.819 1.510 6.519
53 C -6.140 1.382 -3.851
54 O -7.314 1.368 -3.498
55 N -5.646 0.521 -4.778
56 N -5.234 2.262 -3.345
57 H -4.690 0.513 -5.080
58 H -6.287 -0.144 -5.177
59 H -5.563 2.915 -2.658
60 H -4.269 2.290 -3.620
61 C 1.422 3.153 -5.741
62 O 0.532 3.973 -5.940
63 N 2.741 3.456 -5.900
64 N 1.161 1.880 -5.348
65 H 3.485 2.804 -5.744
66 H 2.965 4.390 -6.191
67 H 0.182 1.632 -5.221
68 H 1.869 1.189 -5.184
69 C 7.304 0.115 7.916
70 O 6.371 0.903 7.964
71 N 8.546 0.480 7.494
72 N 7.176 -1.189 8.279
73 H 9.325 -0.147 7.445
74 H 8.674 1.437 7.220
75 H 6.272 -1.490 8.593
76 H 7.925 -1.853 8.247
77 C -10.305 0.103 -0.833
78 O -11.245 -0.256 -0.135
79 N -10.041 -0.449 -2.049
80 N -9.445 1.085 -0.460
81 H -9.273 -0.164 -2.636
82 H -10.653 -1.181 -2.365
83 H -9.603 1.520 0.430
84 H -8.670 1.390 -1.024
85 C 7.225 -1.909 1.142
86 O 7.658 -2.225 0.036
87 N 7.849 -2.267 2.295
88 N 6.090 -1.180 1.299
89 H 7.510 -2.019 3.205
90 H 8.697 -2.812 2.218
91 H 5.604 -0.900 0.467
92 H 5.715 -0.909 2.193
93 C -5.242 -3.448 -4.376
94 O -4.980 -2.902 -5.442
95 N -5.459 -2.748 -3.233
96 N -5.336 -4.800 -4.255
97 H -5.674 -3.171 -2.351
98 H -5.395 -1.746 -3.290
99 H -5.181 -5.346 -5.083
100 H -5.548 -5.269 -3.396
101 C 5.448 -2.360 -3.386
102 O 5.063 -2.055 -4.508
103 N 5.190 -3.576 -2.831
104 N 6.165 -1.518 -2.599
105 H 5.498 -3.846 -1.915
106 H 4.663 -4.229 -3.380
107 H 6.378 -0.612 -2.972
108 H 6.486 -1.757 -1.673
109 C 2.648 5.004 6.307
110 O 2.638 5.491 5.188
111 N 2.608 5.765 7.437
112 N 2.700 3.659 6.518
113 H 2.615 5.388 8.364
114 H 2.569 6.760 7.316
115 H 2.731 3.067 5.706
116 H 2.708 3.238 7.428
117 C -12.817 1.707 -3.995
118 O -12.166 1.397 -4.983
119 N -12.501 1.274 -2.746
120 N -13.914 2.514 -4.069
121 H -13.021 1.514 -1.924
122 H -11.694 0.674 -2.654
123 H -14.175 2.851 -4.977
124 H -14.463 2.781 -3.275
125 C 10.800 -4.192 3.555
126 O 10.430 -3.873 2.435
127 N 10.525 -5.411 4.094
128 N 11.519 -3.354 4.352
129 H 10.819 -5.696 5.008
130 H 9.997 -6.052 3.530
131 H 11.741 -2.448 3.981
132 H 11.836 -3.594 5.272

Calculated values
HOMO: -9.2 eV
Electronic energy: -106241.184 eV
Orbital gap: 8.9 eV
Molar mass: 977.00 g mol⁻¹


What did the fifth record say?
The following is a quantum chemistry calculation of C2H8N2 as an isolated structure at a distorted geometry, from the OMol25 dataset.

Positions of all 12 atoms, in Å:
1 N 1.727 -0.497 -0.736
2 C 0.632 -0.088 0.466
3 C -0.630 0.133 -0.377
4 N -1.821 0.412 0.434
5 H 2.538 -0.963 -0.310
6 H 1.719 0.383 -0.040
7 H 0.646 0.818 1.097
8 H 0.553 -0.921 1.158
9 H -0.621 1.015 -1.015
10 H -0.680 -0.703 -1.056
11 H -2.191 -0.350 0.969
12 H -1.672 1.228 1.003

Calculated values
HOMO: -9.1 eV
Electronic energy: -5180.452 eV
ΔE to the lowest compared entry with this formula, charge and spin: 3.2857 eV
Orbital gap: 10.1 eV
Molar mass: 60.10 g mol⁻¹


> What is the molar mass in the sixth record?

977.00 g mol⁻¹


> Number 5 is which compound?

C2H8N2


> molar mass of number 3 (C22H47InNO2S2)?

536.58 g mol⁻¹